Entry 1:
The following is a DFT calculation (ωB97M-V with the def2-TZVPD basis set) of C26H28N8ORhS as an isolated structure.

CARTESIAN COORDINATES (ANGSTROEM)
Rh (0.19665, 0.55191, -0.65648)
C (0.15841, -4.85845, -0.43476)
C (0.17205, -3.66409, -1.13038)
N (0.38602, -2.48680, -0.51112)
C (0.70374, -2.41029, 0.85205)
C (0.65237, -3.62614, 1.56976)
C (0.35395, -4.84175, 0.91342)
C (0.92954, -3.65352, 2.95764)
C (1.25115, -2.50827, 3.63093)
C (1.33491, -1.31026, 2.93996)
C (1.11795, -1.20757, 1.55718)
N (1.23734, 0.00429, 0.93534)
C (1.89096, 1.10543, 1.51083)
C (3.01794, 1.06221, 2.31413)
C (3.51676, 2.23390, 2.90748)
C (2.87567, 3.43157, 2.73224)
C (1.75202, 3.52408, 1.86952)
C (1.02977, 4.72106, 1.64689)
C (-0.02843, 4.72179, 0.78209)
C (-0.34153, 3.54742, 0.08420)
N (0.31174, 2.41608, 0.26694)
C (1.32037, 2.37677, 1.19820)
H (-0.03096, -5.77822, -0.97191)
H (-0.01873, -3.58392, -2.18408)
H (0.29666, -5.75363, 1.49527)
H (0.85803, -4.60096, 3.47859)
H (1.43027, -2.52694, 4.69856)
H (1.52414, -0.40545, 3.49531)
H (3.52892, 0.11962, 2.47541)
H (4.40132, 2.17548, 3.52896)
H (3.22962, 4.32371, 3.23729)
H (1.31744, 5.62498, 2.17094)
H (-0.61878, 5.61226, 0.61315)
H (-1.13613, 3.54042, -0.64982)
N (-2.73407, 1.41082, -3.53128)
C (-1.89364, 2.45533, -3.83996)
C (-0.84853, 2.34356, -2.98332)
N (-1.05286, 1.24625, -2.15690)
C (-2.20247, 0.70789, -2.52173)
H (-3.61954, 1.21773, -3.97426)
H (-2.10644, 3.17004, -4.61852)
H (0.01342, 2.98308, -2.88606)
H (-2.66188, -0.16481, -2.08611)
O (0.10362, -1.57616, -2.52412)
N (0.23086, -1.32601, -1.30262)
C (5.51464, -0.71566, -4.08056)
N (4.82331, 0.23089, -3.17887)
C (5.65156, 0.65988, -2.03220)
C (3.53662, 0.51629, -3.32524)
S (2.62501, 1.00236, -1.90383)
N (2.93062, 0.50393, -4.50496)
C (3.63646, 0.88595, -5.74878)
C (1.48835, 0.25967, -4.67617)
H (6.03570, -1.44163, -3.45961)
H (6.25109, -0.20418, -4.69807)
H (4.80528, -1.24065, -4.70838)
H (6.63043, 0.94535, -2.41177)
H (5.78213, -0.16318, -1.32980)
H (5.21550, 1.51365, -1.52539)
H (4.58095, 1.36801, -5.52281)
H (3.00239, 1.59316, -6.28035)
H (3.80370, 0.02536, -6.39471)
H (1.04206, -0.11731, -3.75995)
H (1.36039, -0.48856, -5.45738)
H (0.98860, 1.17502, -4.99160)

Values from the calculation:
Spin multiplicity: 5
Net charge: +3
HOMO energy (spin up / spin down), eV: -15.589 / -16.820
Gap between HOMO and LUMO (spin up / spin down), eV: 7.0 / 5.3
ΔE to the lowest compared entry with this formula, charge and spin, kcal/mol: 3.30

***

Entry 2:
The following is a DFT calculation (ωB97M-V with the def2-TZVPD basis set) of a 5-piece molecular cluster, C26H29BrCl13F18N3O4P overall.

CARTESIAN COORDINATES (ANGSTROEM)
C (-5.76853, -0.39779, 2.48255)
C (-5.38338, 0.43671, 1.25292)
C (-5.22358, -0.36950, -0.04528)
F (-5.65004, -1.69097, 0.15913)
C (-3.78642, -0.35602, -0.67236)
C (-3.72781, 0.96640, -1.46211)
O (-4.40948, 0.73409, -2.67221)
C (-4.08797, 1.66411, -3.67255)
O (-2.82931, 1.29927, -4.17155)
C (-2.42052, 1.97404, -5.34941)
C (-1.91270, 3.40207, -5.10451)
O (-1.19485, 3.52089, -3.88233)
C (-3.57085, -1.69432, -1.47115)
C (-2.73481, -1.68080, -2.76069)
C (-3.36457, -2.38215, -3.93951)
O (-2.82248, -3.22798, -4.57302)
Cl (-5.01200, -1.90625, -4.34774)
N (-3.02143, -2.59827, -0.38581)
P (-2.15739, -4.12323, -0.57034)
C (-3.11378, -4.94293, -1.88705)
C (-0.52353, -3.67205, -1.29580)
C (-2.81465, -1.85349, 0.70314)
N (-2.76168, -2.19534, 1.96650)
Br (-3.04824, -3.86396, 2.67969)
N (-2.77283, -0.46032, 0.41652)
C (-1.41262, 0.00431, 0.26942)
F (-0.60087, -0.89381, 0.86916)
F (-1.02555, 0.06259, -1.02863)
C (-1.18266, 1.43787, 0.90842)
F (-0.33867, 2.15848, 0.17174)
F (-2.38231, 2.06789, 0.86938)
C (-0.75001, 1.47741, 2.41597)
F (-1.09091, 2.68771, 2.85421)
F (-1.53854, 0.55910, 3.04680)
C (0.72252, 1.22350, 2.95179)
F (0.62741, 1.63000, 4.23087)
F (0.99145, -0.08845, 2.96293)
C (1.96641, 1.98216, 2.35107)
F (2.84727, 2.05557, 3.34934)
F (1.58580, 3.21754, 2.01383)
C (2.73124, 1.26833, 1.16078)
F (1.90016, 0.46837, 0.46566)
F (3.68641, 0.47948, 1.69241)
C (3.43862, 2.27178, 0.21284)
F (2.52841, 3.01053, -0.43226)
F (4.20704, 3.06428, 0.98320)
C (4.37043, 1.63566, -0.86427)
F (3.74716, 0.66661, -1.51861)
F (5.47125, 1.13696, -0.32295)
F (4.70506, 2.59561, -1.70453)
H (-5.13662, -1.27503, 2.62356)
H (-6.78883, -0.77109, 2.38092)
H (-5.72607, 0.23046, 3.37298)
H (-6.19718, 1.15151, 1.09962)
H (-4.49508, 1.03308, 1.46265)
H (-5.88481, 0.04623, -0.81089)
H (-4.23807, 1.74560, -0.87717)
H (-2.71253, 1.31607, -1.63216)
H (-4.06065, 2.67661, -3.24096)
H (-4.86284, 1.59613, -4.44476)
H (-3.25188, 2.01020, -6.06482)
H (-1.63517, 1.35780, -5.79082)
H (-1.22811, 3.66753, -5.91333)
H (-2.76048, 4.09470, -5.11320)
H (-1.73893, 3.98321, -3.23727)
H (-4.54244, -2.12415, -1.70892)
H (-2.51971, -0.65744, -3.07794)
H (-1.78551, -2.18776, -2.65682)
H (-3.52630, -5.85554, -1.45400)
H (-2.45899, -5.19771, -2.72245)
H (-3.95116, -4.34941, -2.26234)
H (0.23617, -3.93747, -0.56163)
H (-0.38332, -4.24291, -2.21720)
H (-0.42910, -2.61438, -1.53473)
H (-2.60805, -1.46017, 2.64311)
C (2.13842, 2.48802, 7.23968)
Cl (1.65444, 1.70099, 8.74018)
Cl (1.61816, 4.17236, 7.20864)
Cl (3.87727, 2.35639, 6.98547)
H (1.64713, 1.97639, 6.42398)
C (3.73310, -3.30716, 2.66740)
Cl (2.70236, -4.62110, 2.07154)
Cl (3.68236, -3.21595, 4.42389)
Cl (5.37495, -3.47317, 2.07412)
H (3.33981, -2.38324, 2.27620)
C (8.27928, 0.76768, 1.54430)
Cl (8.16488, 1.09529, 3.27274)
Cl (9.23897, 2.00343, 0.72123)
Cl (8.98263, -0.82288, 1.23479)
H (7.28133, 0.79539, 1.13318)
C (11.95184, -0.43251, -1.04170)
Cl (11.68160, -2.03855, -0.36779)
Cl (13.64944, -0.18769, -1.43693)
Cl (10.92461, -0.16300, -2.45096)
H (11.67145, 0.29156, -0.28702)

Values from the calculation:
Spin multiplicity: 1
Net charge: +1
HOMO energy, eV: -12.060
Gap between HOMO and LUMO, eV: 8.5

***

Entry 3:
The following is a DFT calculation (ωB97M-V with the def2-TZVPD basis set) of a 4-piece molecular cluster, C26H29BrF3N4O overall.

CARTESIAN COORDINATES (ANGSTROEM)
C (0.87284, 0.52588, -1.68411)
C (0.16851, 0.34221, -3.03353)
C (-1.33339, 0.26975, -2.87781)
Br (-2.15935, -0.94343, -4.16505)
N (-2.05399, 1.53262, -2.90862)
N (-3.25898, 1.59971, -2.29147)
C (-3.76165, 2.81415, -2.50596)
C (-5.09877, 3.14422, -1.97206)
C (-6.12338, 2.34043, -2.79349)
C (-6.63712, 0.99235, -2.08351)
O (-7.38049, 2.36705, -2.41976)
N (-2.92011, 3.53393, -3.21691)
C (-1.87544, 2.74729, -3.46831)
N (-0.80366, 3.11753, -4.20971)
H (1.88934, 0.85111, -1.87314)
H (0.36717, 1.24243, -1.04109)
H (0.92101, -0.42978, -1.17367)
H (0.50061, 1.07672, -3.75389)
H (0.48185, -0.61481, -3.43515)
H (-1.55134, -0.17114, -1.91197)
H (-3.71162, 0.85970, -1.76877)
H (-5.20657, 2.76981, -0.96292)
H (-5.36423, 4.19148, -2.07638)
H (-5.95401, 2.25367, -3.86910)
H (-7.55378, 0.44103, -1.88078)
H (-6.52176, 0.46819, -3.07407)
H (0.12580, 3.16129, -3.84047)
H (-0.95866, 3.43529, -5.14884)
F (-2.19384, 1.11031, 1.97998)
C (-3.45302, 1.29533, 2.43898)
C (-3.64606, 1.72151, 3.73529)
C (-4.94709, 1.90903, 4.18049)
C (-6.02450, 1.66623, 3.33790)
C (-5.80355, 1.23518, 2.03784)
C (-4.50600, 1.05006, 1.58396)
H (-2.79452, 1.89965, 4.37739)
H (-5.11902, 2.24727, 5.19277)
H (-7.03407, 1.81239, 3.69532)
H (-6.63670, 1.04032, 1.37569)
H (-4.30451, 0.71503, 0.57331)
F (3.14454, -1.96505, -1.14513)
C (4.33710, -1.33599, -1.01684)
C (4.82905, -0.62337, -2.09103)
C (6.04891, 0.02452, -1.95449)
C (6.75201, -0.05441, -0.76124)
C (6.23303, -0.78196, 0.30140)
C (5.01226, -1.43041, 0.18162)
H (4.26871, -0.58497, -3.01630)
H (6.45092, 0.58989, -2.78413)
H (7.70334, 0.44920, -0.66018)
H (6.78227, -0.84502, 1.23143)
H (4.58325, -1.99485, 0.99623)
F (3.75829, -2.81762, 2.93798)
C (4.60537, -3.62462, 3.62456)
C (5.93868, -3.65180, 3.27226)
C (6.79500, -4.47934, 3.98404)
C (6.31029, -5.26305, 5.02119)
C (4.96319, -5.21809, 5.35170)
C (4.09730, -4.39040, 4.65234)
H (6.29706, -3.03981, 2.45586)
H (7.84453, -4.51080, 3.72557)
H (6.98164, -5.90807, 5.57078)
H (4.58198, -5.83021, 6.15740)
H (3.04529, -4.33480, 4.89660)

Values from the calculation:
Spin multiplicity: 1
Net charge: +1
HOMO energy, eV: -10.730
Gap between HOMO and LUMO, eV: 7.2

***

Asked for energy across the records above, the calculation gives -55200.98004, -331122.08844, -113624.25760 eV in order.